Molecular formula: C30H39F9O8P
Method: DFT, the ωB97M-V functional and the def2-TZVPD basis

Output
* LUMO level: 2.1 eV
* E_HOMO: -3.848 eV
* total charge: -1
* E_tot: -81867.36773 eV

Last column: Mulliken charge in e.
Geometry (Å):
P  -1.834  1.443  -0.467  0.80
F  -8.827  -2.876  -2.550  -0.23
F  7.119  -4.907  0.154  -0.24
F  7.587  -6.015  1.946  -0.26
F  4.545  5.885  -2.083  -0.21
F  5.628  -6.177  1.047  -0.25
F  -7.702  -3.865  -4.097  -0.25
F  5.810  6.905  -3.502  -0.28
F  5.899  4.758  -3.316  -0.26
F  -9.365  -4.873  -3.174  -0.27
O  6.653  6.440  -0.440  -0.51
O  8.031  5.705  -2.058  -0.30
O  -3.832  0.212  2.021  -0.64
O  -7.919  -4.494  -0.671  -0.31
O  0.067  -0.197  0.777  -0.09
O  -6.344  -5.173  -2.124  -0.51
O  6.477  -3.011  2.007  -0.51
O  5.366  -4.592  3.156  -0.31
C  -8.326  -4.054  -2.937  0.89
C  3.386  2.277  -1.961  -0.20
C  3.642  -2.914  3.539  -1.02
C  1.019  2.713  -1.895  -0.37
C  1.832  0.489  -1.927  -0.37
C  -7.072  0.353  -1.021  -0.47
C  -7.385  -4.641  -1.876  0.36
C  -0.085  -2.454  1.516  -0.92
C  0.745  1.355  -1.881  0.77
C  -5.828  0.349  -0.457  -0.31
C  -7.812  1.875  0.616  -0.42
C  9.156  5.839  -1.173  -0.22
C  3.136  0.914  -1.950  -0.84
C  -8.092  1.130  -0.503  -0.53
C  6.622  -5.323  1.316  0.88
C  -4.136  1.105  1.233  0.25
C  6.848  6.043  -1.550  0.30
C  2.328  3.141  -1.940  -0.35
C  9.291  4.621  -0.284  -1.10
C  4.877  -3.601  4.080  -0.42
C  0.146  -0.962  1.955  -0.15
C  -5.538  1.116  0.648  0.10
C  -6.562  1.864  1.179  -0.11
C  -0.636  0.743  -1.817  -1.40
C  -0.562  1.076  0.945  -1.48
C  5.759  5.891  -2.620  0.96
C  -3.152  2.145  0.817  -1.25
C  -7.157  -5.026  0.429  -0.24
C  6.148  -4.146  2.181  0.37
C  -6.100  -4.039  0.879  -1.12
H  2.878  -3.649  3.281  0.28
H  1.175  -0.921  2.353  0.16
H  0.227  1.846  0.838  0.32
H  -9.069  1.139  -0.972  0.39
H  3.916  0.158  -1.978  0.36
H  -6.551  -3.076  1.118  0.31
H  4.634  -4.137  4.996  0.34
H  -2.862  1.623  -1.509  0.00
H  8.430  4.519  0.376  0.32
H  -5.365  -3.864  0.093  0.32
H  -5.051  -0.276  -0.893  0.45
H  3.868  -2.355  2.631  0.36
H  -0.554  -0.343  -1.719  0.25
H  -7.870  -5.204  1.232  0.32
H  10.032  5.937  -1.811  0.31
H  -1.097  -2.730  1.822  0.31
H  -8.625  2.474  1.021  0.35
H  -7.298  -0.246  -1.901  0.41
H  -3.736  2.901  0.264  0.52
H  -1.056  1.204  1.913  0.66
H  -6.408  2.492  2.055  0.36
H  0.698  -3.125  1.882  0.16
H  -2.719  2.666  1.679  0.50
H  -2.343  0.075  -0.274  -0.27
H  2.562  4.204  -1.938  0.38
H  -5.580  -4.413  1.761  0.39
H  3.231  -2.224  4.276  0.42
H  10.191  4.693  0.328  0.37
H  -1.108  0.933  -2.794  0.48
H  9.075  6.755  -0.588  0.32
H  -0.067  -2.479  0.423  0.25
H  5.661  -2.884  4.322  0.34
H  1.637  -0.582  -1.941  0.25
H  0.200  3.422  -1.883  0.35
H  -0.614  -0.720  2.702  0.30
H  9.346  3.713  -0.887  0.30
H  -6.721  -5.988  0.162  0.33
H  -1.340  2.805  -0.632  -0.27
H  4.421  2.611  -1.977  0.31